[1]
62
Properties=species:S:1:pos:R:3:lowdin_charge:R:1 method="wB97M-V/def2-TZVPD" relative_energy_kj_mol=48.11 charge=-1
Sr -1.019 0.286 0.457 1.06
C 4.599 -3.431 0.539 -0.05
C 3.773 -3.082 1.726 -0.28
C 4.155 -3.356 3.029 -0.04
C 3.367 -3.024 4.154 -0.09
C 2.088 -2.531 3.820 -0.74
Br 0.694 -2.556 5.152 0.63
N 1.717 -2.237 2.615 0.06
C 2.559 -2.456 1.570 -0.07
H 5.602 -3.026 0.629 0.08
H 4.180 -3.153 -0.435 0.09
H 4.692 -4.517 0.546 0.08
H 5.129 -3.781 3.231 0.11
H 3.708 -3.306 5.109 0.08
H 2.182 -2.211 0.573 0.09
Cl -3.047 -3.258 -2.780 0.60
C -2.943 -1.581 -2.274 -0.71
C -2.063 -0.722 -2.850 -0.13
C -1.922 0.620 -2.434 -0.12
C -2.701 1.149 -1.392 -0.53
C -2.394 2.433 -0.883 -0.13
C -3.573 0.198 -0.737 -0.13
C -3.679 -1.144 -1.171 -0.11
H -1.498 -0.960 -3.752 0.11
H -1.168 1.245 -2.958 0.10
H -3.081 2.929 -0.173 0.03
H -1.742 3.107 -1.406 0.01
H -4.082 0.499 0.187 0.09
H -4.304 -1.852 -0.680 0.09
Te -2.225 -0.926 3.265 0.53
C -4.230 -0.362 2.846 -0.73
C -4.703 0.921 2.604 -0.20
C -6.037 1.243 2.479 -0.09
C -6.960 0.181 2.624 -0.12
C -6.521 -1.112 2.833 -0.12
C -5.159 -1.388 2.998 -0.19
H -3.945 1.688 2.514 0.08
H -6.318 2.237 2.199 0.09
H -8.048 0.364 2.558 0.09
H -7.238 -1.927 2.938 0.09
H -4.862 -2.407 3.151 0.07
C 1.732 1.395 -3.644 -0.01
C 1.949 1.906 -2.227 -0.52
C 1.634 3.396 -2.231 -0.02
O 0.995 1.254 -1.406 -0.07
B 1.607 0.351 -0.535 -0.59
O 2.949 0.360 -0.779 0.03
C 3.261 1.565 -1.531 -0.51
C 3.660 2.599 -0.483 -0.02
C 4.418 1.228 -2.383 -0.01
H 0.659 1.570 -3.736 0.07
H 1.887 0.299 -3.687 0.11
H 2.241 1.896 -4.469 0.09
H 0.668 3.544 -2.735 0.09
H 2.363 3.942 -2.840 0.09
H 1.532 3.934 -1.272 0.09
H 2.849 2.806 0.185 0.08
H 4.013 3.528 -0.916 0.08
H 4.502 2.196 0.125 0.11
H 4.070 0.674 -3.244 0.08
H 5.109 0.590 -1.914 0.07
H 4.915 2.174 -2.699 0.11

***

[2]
68
Properties=species:S:1:pos:R:3:lowdin_charge:R:1 method="wB97M-V/def2-TZVPD" charge=0
C -0.914 -5.716 -0.445 -0.02
C -0.132 -5.419 0.832 -0.30
C 0.470 -3.999 0.923 -0.08
O -0.172 -3.429 2.050 0.05
C -0.910 -4.336 2.689 -0.59
O -1.368 -4.138 3.766 0.14
O -1.000 -5.473 1.969 0.08
H -0.325 -5.366 -1.294 0.08
H -1.862 -5.179 -0.447 0.09
H -1.104 -6.783 -0.536 0.08
H 0.639 -6.179 0.958 0.15
H 0.371 -3.384 0.034 0.13
H 1.525 -4.099 1.184 0.13
C 2.896 0.087 -5.755 -0.03
C 2.170 1.401 -5.574 -0.31
C 0.821 1.503 -6.259 -0.09
O -0.058 2.004 -5.253 0.08
C 0.510 1.852 -4.050 -0.56
O 0.005 2.005 -2.986 0.16
O 1.789 1.436 -4.188 0.07
H 2.317 -0.731 -5.330 0.09
H 3.888 0.050 -5.310 0.08
H 3.052 -0.102 -6.823 0.09
H 2.820 2.252 -5.789 0.16
H 0.437 0.564 -6.665 0.14
H 0.858 2.180 -7.114 0.13
C -0.751 2.897 1.963 -0.01
C -0.884 1.445 1.536 -0.31
C -0.463 1.171 0.086 -0.08
O 0.359 0.012 0.201 0.06
C 0.739 -0.155 1.480 -0.57
O 1.571 -0.933 1.805 0.13
O 0.081 0.679 2.296 0.09
H -1.467 3.567 1.488 0.09
H 0.247 3.254 1.706 0.09
H -0.889 2.926 3.042 0.07
H -1.883 1.045 1.730 0.06
H 0.084 1.983 -0.391 0.12
H -1.307 0.918 -0.555 0.13
F 4.357 -1.954 -3.679 0.03
C 4.336 -1.924 -2.317 -0.28
C 3.321 -1.255 -1.656 0.00
C 3.266 -1.360 -0.269 -0.06
C 4.266 -2.064 0.414 -0.08
C 5.323 -2.647 -0.272 -0.08
C 5.351 -2.569 -1.661 -0.03
H 2.625 -0.632 -2.203 0.11
H 2.456 -0.892 0.275 0.05
H 4.213 -2.077 1.495 0.10
H 6.141 -3.117 0.254 0.10
H 6.117 -3.109 -2.201 0.11
F -4.016 6.204 1.558 0.06
C -3.688 5.448 2.619 -0.29
C -4.235 4.177 2.756 -0.02
C -3.817 3.407 3.830 -0.10
C -2.880 3.863 4.745 -0.10
C -2.371 5.154 4.593 -0.08
C -2.748 5.938 3.502 -0.02
H -4.966 3.796 2.057 0.10
H -4.158 2.389 3.984 0.07
H -2.513 3.326 5.608 0.11
H -1.695 5.583 5.320 0.10
H -2.437 6.970 3.407 0.12
C -4.920 -0.584 2.118 -1.55
Br -4.582 0.748 0.740 0.59
Br -6.224 0.079 3.423 0.56
Br -3.282 -1.267 2.919 0.65
H -5.401 -1.439 1.666 -0.04

***

Kohn-Sham gap across the listed records, respectively: 6.17; 8.72 eV.
DFT total energy across the listed records, respectively: -4533.149452; -9568.991170 Eh.